{"formula": "C32H50BrN6O2S2", "method": "ωB97M-V/def2-TZVPD", "elements": ["C", "C", "C", "N", "C", "N", "O", "C", "C", "C", "C", "C", "C", "C", "N", "C", "C", "C", "S", "C", "S", "N", "C", "C", "O", "C", "C", "C", "Br", "C", "C", "H", "H", "H", "H", "H", "H", "H", "H", "H", "H", "H", "H", "H", "H", "H", "H", "H", "H", "H", "H", "H", "H", "H", "H", "H", "H", "H", "H", "H", "H", "H", "H", "H", "H", "H", "H", "H", "H", "H", "H", "N", "C", "C", "C", "C", "C", "H", "H", "H", "H", "H", "N", "C", "C", "C", "C", "C", "H", "H", "H", "H", "H"], "xyz": [[0.985, -3.927, 1.100], [2.100, -3.645, 0.841], [3.490, -3.252, 0.546], [3.606, -2.134, -0.422], [3.491, -0.871, 0.124], [4.218, 0.190, -0.419], [3.394, 0.943, -1.285], [3.819, 2.316, -1.361], [2.588, 3.122, -1.778], [2.040, 2.577, -3.103], [1.582, 3.090, -0.598], [0.103, 3.414, -0.879], [-0.099, 4.662, -1.768], [-0.696, 2.176, -1.365], [2.770, -0.656, 1.184], [2.695, 0.572, 1.992], [1.354, 0.616, 2.745], [0.611, 1.961, 2.636], [-1.154, 1.609, 2.721], [-1.870, 3.143, 2.266], [-1.107, 4.564, 2.496], [-3.147, 2.966, 1.689], [-4.264, 3.259, 2.608], [-5.591, 3.094, 1.809], [-5.380, 2.467, 0.562], [-4.494, 3.173, -0.288], [-3.382, 3.839, 0.525], [2.893, -2.379, -1.685], [4.138, -2.085, -3.176], [1.622, -1.587, -1.926], [0.717, -2.264, -2.978], [-0.045, -4.159, 1.318], [3.999, -2.973, 1.474], [4.048, -4.101, 0.135], [5.030, -0.163, -0.923], [4.232, 2.636, -0.400], [4.604, 2.402, -2.123], [2.912, 4.157, -1.926], [2.854, 2.362, -3.803], [1.459, 1.664, -2.975], [1.389, 3.306, -3.591], [1.606, 2.077, -0.185], [1.946, 3.805, 0.149], [-0.321, 3.668, 0.099], [-0.542, 4.394, -2.730], [-0.809, 5.349, -1.297], [0.827, 5.216, -1.932], [-0.048, 1.294, -1.414], [-1.135, 2.324, -2.354], [-1.487, 1.910, -0.657], [2.205, -1.434, 1.522], [2.864, 1.448, 1.370], [3.513, 0.504, 2.717], [1.527, 0.422, 3.804], [0.701, -0.175, 2.363], [0.818, 2.514, 1.718], [0.906, 2.607, 3.467], [-4.268, 2.614, 3.487], [-4.172, 4.305, 2.935], [-6.267, 2.433, 2.354], [-6.077, 4.071, 1.683], [-5.030, 3.924, -0.884], [-4.071, 2.414, -0.953], [-3.710, 4.833, 0.862], [-2.485, 3.996, -0.072], [2.678, -3.445, -1.740], [1.875, -0.583, -2.268], [1.073, -1.482, -0.982], [0.559, -1.591, -3.825], [-0.272, -2.484, -2.572], [1.166, -3.171, -3.387], [-5.393, -0.672, 5.067], [-5.232, -0.392, 3.776], [-6.075, -0.849, 2.775], [-7.147, -1.651, 3.136], [-7.328, -1.954, 4.476], [-6.428, -1.441, 5.398], [-4.378, 0.235, 3.536], [-5.896, -0.578, 1.743], [-7.831, -2.029, 2.387], [-8.151, -2.575, 4.804], [-6.540, -1.654, 6.455], [3.243, -8.367, -3.430], [2.961, -7.829, -2.248], [3.302, -6.529, -1.902], [3.973, -5.751, -2.833], [4.273, -6.300, -4.068], [3.886, -7.610, -4.315], [2.438, -8.469, -1.547], [3.042, -6.145, -0.922], [4.254, -4.728, -2.609], [4.794, -5.730, -4.825], [4.101, -8.077, -5.270]], "orbital_gap_ev": 7.203, "mol_weight_g_mol": 694.83, "total_charge": 1, "lumo_ev": -3.721, "energy_ha": -5098.31531}


{"formula": "C32H50N3P2Pd", "method": "ωB97M-V/def2-TZVPD", "elements": ["Pd", "C", "C", "C", "P", "C", "C", "C", "C", "C", "C", "C", "C", "C", "C", "N", "C", "C", "C", "C", "C", "C", "C", "P", "C", "C", "C", "C", "C", "C", "H", "H", "H", "H", "H", "H", "H", "H", "H", "H", "H", "H", "H", "H", "H", "H", "H", "H", "H", "H", "H", "H", "H", "H", "H", "H", "H", "H", "H", "H", "H", "H", "H", "H", "H", "H", "H", "H", "H", "H", "N", "C", "N", "C", "C", "C", "C", "C", "H", "H", "H", "H", "H", "H", "H", "H", "H", "H"], "xyz": [[-0.334, -0.034, -0.235], [-0.025, -3.489, 1.501], [-0.899, -3.675, 0.260], [-0.916, -5.128, -0.208], [-0.433, -2.300, -0.915], [-1.170, -2.714, -2.582], [-2.694, -2.741, -2.526], [-0.706, -1.652, -3.578], [1.365, -2.455, -1.269], [2.054, -3.652, -1.338], [3.428, -3.696, -1.567], [4.141, -4.997, -1.743], [4.123, -2.490, -1.662], [3.462, -1.285, -1.636], [2.062, -1.237, -1.506], [1.346, -0.089, -1.618], [1.528, 0.873, -2.540], [2.395, 0.722, -3.646], [2.474, 1.681, -4.626], [1.692, 2.834, -4.578], [1.769, 3.869, -5.654], [0.823, 2.993, -3.497], [0.718, 2.045, -2.494], [-0.461, 2.141, -1.098], [-0.046, 3.723, -0.197], [1.400, 3.544, 0.266], [-0.259, 5.049, -0.916], [-2.178, 2.206, -1.849], [-2.417, 3.029, -3.106], [-3.139, 2.556, -0.714], [-0.417, -4.062, 2.340], [0.005, -2.432, 1.780], [0.995, -3.816, 1.305], [-1.931, -3.398, 0.527], [0.080, -5.565, -0.185], [-1.323, -5.234, -1.211], [-1.538, -5.710, 0.471], [-0.784, -3.692, -2.886], [-3.077, -1.783, -2.175], [-3.066, -3.523, -1.870], [-3.093, -2.918, -3.523], [-0.960, -0.654, -3.206], [-1.197, -1.792, -4.539], [0.370, -1.697, -3.737], [1.514, -4.581, -1.238], [3.565, -5.819, -1.326], [5.123, -4.975, -1.273], [4.290, -5.196, -2.806], [5.197, -2.500, -1.780], [4.017, -0.361, -1.695], [2.973, -0.186, -3.743], [3.150, 1.533, -5.454], [2.157, 3.449, -6.580], [2.433, 4.678, -5.349], [0.790, 4.303, -5.845], [0.212, 3.881, -3.459], [-0.700, 3.698, 0.686], [2.085, 3.618, -0.579], [1.527, 2.556, 0.723], [1.672, 4.301, 0.998], [0.421, 5.156, -1.756], [-0.063, 5.867, -0.223], [-1.282, 5.148, -1.271], [-2.343, 1.143, -2.107], [-2.256, 4.089, -2.935], [-3.448, 2.890, -3.428], [-1.765, 2.700, -3.911], [-3.081, 3.611, -0.456], [-2.897, 1.962, 0.173], [-4.164, 2.331, -1.000], [-0.264, 0.104, 2.098], [0.008, 0.084, 3.224], [0.317, 0.058, 4.474], [0.484, -1.189, 5.198], [-0.480, -1.235, 6.384], [-0.290, 0.002, 7.262], [-0.480, 1.273, 6.433], [0.490, 1.272, 5.250], [1.519, -1.243, 5.563], [0.312, -2.023, 4.514], [-0.293, -2.143, 6.958], [-1.512, -1.268, 6.025], [0.716, -0.006, 7.690], [-1.004, -0.014, 8.087], [-0.298, 2.158, 7.042], [-1.509, 1.316, 6.070], [1.524, 1.303, 5.622], [0.326, 2.135, 4.601]], "orbital_gap_ev": [5.275, 5.274], "mol_weight_g_mol": 645.14, "total_charge": 1, "lumo_ev": [-3.929, -3.930], "energy_ha": -2224.03149}